Computed, not measured: 2 unconnected molecules or ions with the total composition C14H16 at a distorted geometry, with ωB97M-V/def2-TZVPD.

Element x y z (Å)
C -1.3906 0.1801 2.4280
C 0.3988 -1.5346 2.5010
C -0.6098 -0.9115 1.7725
C 1.2977 -2.4136 1.9265
C -0.7482 -1.2100 0.4200
C 1.1825 -2.6760 0.5662
C 0.1171 -2.1473 -0.1453
H 0.3390 -1.4879 3.5820
H 2.0801 -2.8661 2.5214
H -0.7684 1.0551 2.6384
H -1.7655 -0.1185 3.4159
H -1.5414 -0.8231 -0.2046
H 1.6945 -3.4769 0.0487
H -0.1441 -2.5986 -1.0955
H -2.3089 0.5785 1.9979
C -1.9619 1.7214 -2.0542
C 2.1415 1.0417 -0.9471
C 1.1916 1.3568 0.0084
C 1.7482 0.9079 -2.2748
C -0.1051 1.6410 -0.3865
C 0.4327 1.1252 -2.6388
C -0.5089 1.5892 -1.7163
H 3.1732 0.8796 -0.6874
H 1.4739 1.5641 1.0345
H 2.4891 0.6461 -3.0203
H -0.8721 1.8486 0.3490
H 0.0730 0.9746 -3.6519
H -2.4412 2.4186 -1.3691
H -2.4255 0.7447 -1.9457
H -2.2409 1.9908 -3.0728

Cartesian forces, eV/Å:
C -0.759 0.449 1.456
C -0.408 -0.590 0.470
C -0.052 0.690 -0.782
C 0.243 0.335 -0.463
C 0.436 -0.833 0.097
C -0.791 -0.675 -0.276
C -0.510 -0.034 0.176
H 0.366 0.477 0.071
H -0.094 -0.120 0.027
H 0.156 -0.086 -0.155
H 0.353 -0.233 0.047
H -0.123 0.226 0.248
H 0.606 0.124 0.324
H 0.300 0.404 -0.267
H 0.175 -0.361 -0.886
C -0.331 -0.034 -0.005
C -0.206 -0.096 -0.220
C 0.183 0.912 -0.066
C 0.180 -0.108 0.047
C -0.465 0.220 -0.122
C -0.596 0.551 -0.233
C 0.558 -1.021 0.039
H 0.176 -0.011 0.162
H 0.025 -0.445 0.048
H -0.085 -0.106 -0.029
H 0.136 0.253 0.159
H 0.349 0.024 -0.107
H -0.152 -0.036 -0.017
H -0.221 -0.214 0.345
H 0.550 0.338 -0.086

energy relative to the best compared isomer or geometry (same formula, charge and spin) = 13.4 kcal/mol
2S+1 = 1

Computed, not measured: 2 unconnected molecules or ions with the total composition C6H14O at a distorted geometry, with ωB97M-V/def2-TZVPD.

Element x y z (Å)
C 0.0946 -0.2866 -1.5139
O -1.0908 -2.9477 -1.2670
C 1.0910 -1.1639 -0.8604
C 0.1683 -1.1000 0.3819
C 0.2155 0.1339 1.3364
C -0.6670 1.3318 0.9164
C 0.1322 2.5134 0.3297
H 0.3355 0.7341 -1.8118
H -0.7914 -0.7186 -1.9487
H -1.6152 -3.5861 -1.7632
H 2.0362 -0.8433 -0.4348
H 1.0787 -2.1454 -1.3230
H 0.3995 -1.9973 1.0151
H -0.8950 -1.3300 0.3299
H 1.2378 0.5132 1.4629
H -0.0930 -0.3058 2.2828
H -1.4542 0.9824 0.2523
H -1.0236 1.7336 1.8747
H 0.7462 2.2234 -0.5173
H -0.6189 3.2842 0.1305
H 0.7138 2.9746 1.1275

Cartesian forces, eV/Å:
C 1.411 1.726 -2.599
O -0.246 -0.278 -0.163
C -2.677 0.442 0.969
C 0.215 -1.954 3.478
C 0.541 -0.474 -1.234
C 1.207 -0.029 1.040
C -1.064 -0.137 0.668
H -0.041 -0.008 0.101
H 0.084 -0.506 0.211
H 0.015 -0.020 0.024
H 0.397 0.576 -0.860
H 0.039 -0.241 0.363
H 0.423 0.373 0.003
H 0.004 -0.006 -1.351
H 0.094 -0.135 0.132
H -0.163 0.387 0.262
H -0.182 0.198 0.136
H -0.766 -0.068 -0.313
H -0.045 0.321 -0.078
H 0.249 0.083 -0.763
H 0.505 -0.250 -0.027

total charge = -1
energy relative to the best compared isomer or geometry (same formula, charge and spin) = 50.9 kcal/mol
2S+1 = 2

Computed, not measured: 7 unconnected molecules or ions with the total composition C30H42F18N5O15S2 at a distorted geometry, with ωB97M-V/def2-TZVPD.

Element x y z (Å)
N -0.5539 -1.2528 -2.8058
C 0.3253 -2.1136 -3.4474
O 1.1824 -1.7023 -4.2151
C 0.2233 -3.6133 -3.1989
C 1.2813 -4.0145 -2.1575
N 0.8037 -3.6895 -0.8147
C 1.1774 -2.6684 -0.0178
N 2.0680 -1.7283 -0.3459
C 2.4344 -0.6724 0.5624
S 3.8528 -1.2643 1.5284
O 4.1510 -0.3666 2.5878
O 4.8657 -1.5417 0.5556
N 0.5350 -2.6989 1.1508
C -0.2510 -3.7630 1.0693
N -0.1054 -4.3916 -0.0799
S -0.8343 -5.8321 -0.7125
H -0.0655 -0.4338 -2.4614
H -1.0521 -1.6951 -2.0427
H 0.4044 -4.1360 -4.1284
H -0.7709 -3.8621 -2.8321
H 2.1795 -3.4410 -2.3376
H 1.4970 -5.0716 -2.2229
H 2.5588 -1.7358 -1.2225
H 1.6305 -0.4429 1.2512
H 2.7275 0.2189 0.0291
H 3.4227 -2.4786 1.9785
H -0.9213 -4.0546 1.8482
H -1.3948 -6.3298 0.4069
C 3.5827 5.7110 -2.0676
C 3.5125 4.2465 -2.4366
O 2.6858 3.5117 -1.5013
C 1.3821 3.5761 -1.6992
O 0.8075 4.1622 -2.5628
C 0.6699 2.7158 -0.6445
F 1.1671 2.9028 0.5792
F 0.8222 1.3956 -0.9315
F -0.6276 2.9633 -0.5992
H 3.9250 5.8296 -1.0392
H 4.2693 6.2362 -2.7292
H 2.6065 6.1866 -2.1406
H 4.4982 3.7907 -2.3761
H 3.1467 4.1020 -3.4521
C 1.7350 -4.2219 7.2371
C 0.6269 -5.2359 7.4194
O -0.3323 -5.1596 6.3376
C -0.0044 -5.7759 5.2250
O 0.9941 -6.3885 4.9929
C -1.1537 -5.6282 4.2181
F -1.6168 -4.3704 4.1593
F -2.1743 -6.4196 4.5279
F -0.7548 -5.9474 2.9716
H 1.3239 -3.2221 7.1272
H 2.4054 -4.2347 8.0948
H 2.3189 -4.4345 6.3413
H 0.0644 -5.0250 8.3253
H 1.0173 -6.2486 7.5030
C -0.7190 10.1967 -2.0313
C 0.5991 10.9374 -2.0872
O 1.3792 10.7040 -0.8969
C 2.0675 9.5784 -0.8622
O 2.1079 8.7381 -1.7116
C 2.8746 9.5029 0.4430
F 2.1337 9.8533 1.4961
F 3.9268 10.3238 0.3833
F 3.3241 8.2668 0.6473
H -1.2665 10.4614 -1.1264
H -1.3291 10.4462 -2.8982
H -0.5634 9.1182 -2.0174
H 0.4292 12.0109 -2.1197
H 1.1758 10.6684 -2.9707
C -3.7310 -1.8185 2.2058
C -4.8823 -2.7825 2.4017
O -5.8544 -2.6597 1.3469
C -5.5842 -3.2919 0.2188
O -4.6083 -3.9450 -0.0140
C -6.7433 -3.1080 -0.7734
F -7.1490 -1.8385 -0.8081
F -7.7771 -3.8698 -0.4115
F -6.3696 -3.4608 -1.9976
H -4.0996 -0.7974 2.1102
H -3.0481 -1.8685 3.0546
H -3.1749 -2.0511 1.2956
H -5.4151 -2.5501 3.3202
H -4.5380 -3.8135 2.4739
C 0.0198 1.9838 6.3734
C -0.9601 1.2619 5.4747
O -1.1093 -0.1193 5.8659
C -1.9382 -0.3451 6.8776
O -2.5629 0.4704 7.4803
C -2.0203 -1.8541 7.1512
F -0.8056 -2.4226 7.1462
F -2.7554 -2.4620 6.2067
F -2.5816 -2.1015 8.3233
H 0.9764 1.4609 6.3927
H 0.1810 3.0002 6.0174
H -0.3489 2.0314 7.3972
H -0.5889 1.2385 4.4519
H -1.9318 1.7534 5.4616
C 0.6785 -0.9982 -7.1050
C -0.4093 -0.6602 -8.1018
O 0.1094 -0.6001 -9.4427
C 0.2528 -1.7650 -10.0564
O -0.0036 -2.8402 -9.6039
C 0.7703 -1.5390 -11.4853
F 1.7687 -0.6518 -11.5044
F -0.2139 -1.0725 -12.2608
F 1.2132 -2.6731 -12.0114
H 1.5044 -0.2912 -7.1904
H 0.2900 -0.9612 -6.0968
H 1.0813 -1.9944 -7.2872
H -0.8157 0.3281 -7.8980
H -1.2341 -1.3701 -8.0525

Cartesian forces, eV/Å:
N 0.689 -0.845 0.804
C 0.630 0.428 -1.157
O -0.365 -0.249 1.113
C -0.320 0.445 0.362
C -1.091 0.000 -0.448
N 0.957 0.457 0.181
C 0.148 0.177 -0.012
N -0.084 0.383 -0.356
C -0.145 -0.719 0.927
S 0.844 0.567 -0.895
O -0.494 0.092 0.658
O 0.084 -0.445 -0.336
N -0.082 -0.002 0.068
C 0.268 0.720 0.211
N -0.813 -0.872 0.213
S -0.121 -0.312 -0.773
H -0.296 0.413 -0.453
H -0.275 0.093 -0.141
H 0.067 -0.025 -0.194
H -0.119 -0.249 -0.054
H 0.369 -0.102 0.106
H 0.195 -0.237 0.151
H 0.025 -0.233 -0.152
H -0.207 0.046 0.015
H 0.307 0.154 -0.066
H -0.249 0.235 0.149
H -0.266 -0.284 0.043
H 0.350 0.481 0.273
C -0.303 -0.029 0.238
C 0.533 0.408 -0.341
O -0.073 -0.269 0.101
C 0.497 0.159 -0.253
O -0.317 -0.040 -0.005
C -0.294 0.099 0.450
F 0.121 -0.032 0.010
F 0.033 -0.147 -0.184
F -0.074 0.007 -0.169
H 0.110 -0.006 -0.036
H 0.017 -0.034 -0.025
H 0.019 0.033 -0.100
H -0.088 -0.164 0.184
H -0.229 -0.047 0.082
C 0.021 0.033 -0.365
C 0.420 0.129 0.567
O -0.191 -0.088 -0.039
C 0.243 0.039 0.439
O 0.009 -0.071 -0.308
C -0.453 0.043 -0.128
F 0.092 0.114 -0.043
F 0.027 -0.099 0.059
F 0.154 -0.178 -0.007
H 0.006 0.036 0.124
H -0.029 -0.048 0.032
H 0.055 -0.108 0.063
H -0.212 0.046 -0.144
H -0.056 -0.050 -0.231
C 0.058 -0.215 0.232
C -0.403 0.174 -0.422
O 0.135 0.060 0.118
C -0.235 0.242 -0.262
O 0.115 -0.228 0.005
C 0.111 -0.046 0.317
F -0.068 0.007 0.018
F 0.044 0.066 -0.082
F 0.004 -0.103 -0.077
H -0.030 0.099 -0.047
H 0.019 0.038 -0.013
H 0.029 0.005 -0.095
H 0.110 0.024 0.197
H 0.108 -0.142 0.105
C 0.012 0.040 -0.251
C 0.312 0.050 0.434
O -0.122 -0.029 -0.060
C 0.086 0.060 0.435
O 0.217 -0.113 -0.184
C -0.242 0.093 -0.279
F 0.030 0.070 0.033
F -0.008 -0.075 0.097
F 0.112 -0.060 -0.038
H -0.010 0.010 0.093
H -0.042 -0.011 0.044
H 0.009 -0.059 0.021
H -0.167 0.041 -0.104
H -0.041 -0.035 -0.173
C 0.017 -0.201 0.237
C 0.187 0.544 -0.178
O -0.060 -0.219 -0.089
C 0.160 0.333 -0.270
O -0.168 -0.060 0.196
C -0.031 -0.419 0.224
F -0.044 0.144 -0.034
F -0.018 0.084 -0.174
F -0.039 0.114 0.077
H 0.026 0.046 -0.101
H -0.015 -0.002 -0.037
H -0.071 0.067 -0.029
H 0.009 -0.220 0.006
H -0.071 -0.123 0.147
C 0.153 -0.065 -0.499
C -0.106 0.087 0.525
O -0.042 0.071 -0.168
C -0.155 0.147 0.340
O 0.040 -0.207 -0.108
C 0.196 0.009 -0.294
F 0.035 0.045 0.051
F -0.115 0.038 0.025
F -0.015 -0.114 0.042
H -0.050 0.068 0.070
H -0.083 0.078 0.083
H -0.078 -0.032 0.041
H 0.075 0.075 -0.202
H 0.074 -0.107 -0.151

total charge = +1
2S+1 = 1
total energy = -5164.52460 a.u.